(1)
C15H17NO7 | ωB97M-V/def2-TZVPD

XYZ file:
```
40
Properties=species:S:1:pos:R:3:forces:R:3:nbo_charge:R:1
C -1.32919 5.02451 2.17141 0.0 0.1 0.2 -0.2532
O -1.30836 4.22246 1.01433 0.1 -0.2 -0.2 -0.4897
C -0.37554 3.23892 0.92233 0.1 -0.2 0.0 0.3306
C 0.57305 2.95803 1.89226 -0.1 0.2 0.1 -0.3614
C 1.50295 1.93480 1.69301 -0.1 0.0 -0.2 0.4059
O 2.39281 1.75768 2.70542 -0.3 0.2 0.0 -0.5074
C 3.37296 0.75623 2.56626 0.2 -0.2 0.0 -0.2538
C 1.47101 1.18994 0.52465 0.2 -0.1 0.1 -0.3262
C 0.50381 1.46194 -0.44133 0.0 0.4 0.5 -0.0987
C 0.52766 0.62705 -1.67437 -0.2 0.1 -0.2 0.6709
O 1.53917 0.10089 -2.09691 0.1 -0.1 0.1 -0.6199
N -0.66863 0.51708 -2.31813 -0.3 0.1 -0.2 -0.6027
C -0.81030 -0.38384 -3.42909 0.2 0.0 0.0 -0.3345
C -1.19468 -1.79646 -3.01706 -0.1 0.1 -0.3 0.7945
O -1.64749 -2.62959 -3.75232 0.0 0.0 -0.1 -0.5873
O -0.94061 -1.98797 -1.71762 0.1 -0.1 0.5 -0.4905
C -1.21574 -3.26073 -1.16593 -0.1 -0.5 0.1 -0.0327
C 0.04422 -4.02366 -0.76333 -0.1 0.2 0.0 -0.4559
C -0.39370 -4.71320 0.53218 0.3 -0.4 -0.3 -0.0694
O -1.44078 -3.91733 1.07770 -0.2 0.0 0.6 -0.4739
C -1.95654 -3.08344 0.17445 0.0 0.4 -0.8 0.7680
O -2.84723 -2.32189 0.39393 0.0 0.0 0.1 -0.5457
C -0.41156 2.48221 -0.25164 0.0 -0.1 0.0 -0.2682
H -2.14349 5.73200 2.02368 0.1 0.0 0.1 0.2019
H -0.39034 5.57295 2.29573 0.0 0.0 0.0 0.1779
H -1.52485 4.42888 3.06832 0.0 0.0 0.0 0.1787
H 0.63662 3.51122 2.81438 0.0 0.1 0.1 0.2286
H 3.97407 0.80519 3.47286 0.0 0.0 -0.1 0.2003
H 4.01123 0.93792 1.69639 0.0 0.0 0.0 0.1810
H 2.92102 -0.23720 2.48423 0.0 0.0 0.0 0.1765
H 2.17552 0.40031 0.32235 0.1 -0.1 0.0 0.2380
H -1.50575 0.76201 -1.81343 0.1 0.0 0.0 0.4056
H -1.54234 -0.01079 -4.14894 0.1 -0.1 0.1 0.2329
H 0.16996 -0.44994 -3.91760 -0.2 0.0 0.0 0.2668
H -1.84921 -3.82355 -1.86672 0.1 0.1 0.3 0.2427
H 0.37458 -4.73266 -1.51779 0.0 0.0 0.0 0.2313
H 0.84096 -3.30183 -0.57645 0.0 0.0 0.0 0.2322
H 0.39727 -4.77813 1.28076 -0.1 0.0 -0.1 0.2014
H -0.79033 -5.71633 0.34075 0.1 0.1 0.1 0.1832
H -1.14223 2.74633 -0.99870 -0.1 0.0 -0.1 0.2222
```
Forces are in eV/Å.

**LUMO level**: 0.6 eV
**Kohn-Sham gap**: 9.145 eV
**Highest occupied orbital energy**: -0.3146 hartree
**2S+1**: 1
**Structure (SMILES)**: COc1cc(OC)cc(C(=O)NCC(=O)O[C@H]2CCOC2=O)c1



(2)
C15H17NPb | ωB97M-V/def2-TZVPD

XYZ file:
```
34
Properties=species:S:1:pos:R:3:forces:R:3:lowdin_charge:R:1
C -0.59868 -2.57078 -1.96889 0.1 -0.9 -1.3 -0.2389
C 0.47707 -1.84184 -2.55520 -0.8 -0.7 -2.2 -0.2734
C 0.05794 -0.48911 -2.70542 -0.3 -0.1 -1.6 -0.2670
C -1.26584 -0.37788 -2.19521 -1.1 -0.1 -1.9 -0.2808
C -1.67314 -1.66716 -1.73849 -0.9 0.0 -1.2 -0.2359
Pb 0.10818 -0.99333 -0.36855 1.7 7.9 0.1 0.7266
C 1.80723 -2.11317 0.20453 1.7 -1.1 1.6 -0.2384
C 0.75528 -2.85741 0.97242 -0.3 -1.9 1.9 -0.6166
C 0.76768 -4.18689 1.27718 0.3 0.4 -0.1 -0.1016
N -0.33259 -1.98250 1.21451 -0.3 -4.8 5.1 -0.1533
H 0.66407 0.32851 -3.09977 -0.3 -0.3 0.3 0.0686
H 1.44736 -2.25057 -2.83718 -0.3 0.2 0.3 0.0763
H -1.85657 0.53801 -2.13651 0.3 -0.4 0.0 0.0713
H -2.63103 -1.91345 -1.27612 0.4 0.2 -0.1 0.0871
H -0.56943 -3.62224 -1.67493 0.0 0.4 -0.1 0.0903
H 2.48711 -2.74039 -0.38583 -0.3 0.3 -0.1 0.0318
H -1.10896 -2.39299 1.73808 0.3 0.1 -0.3 0.0525
H 2.34855 -1.38808 0.83940 -0.1 -0.5 -0.2 0.0242
H 1.65739 -4.79241 1.08279 -0.3 0.2 0.1 0.0095
H -0.08014 -4.66209 1.78574 0.2 0.2 -0.3 0.0094
C -0.98118 0.72992 0.66067 -0.6 1.1 0.2 -0.2275
C -0.39231 2.10540 0.81654 -0.2 0.2 0.0 -0.3085
C -1.23372 3.10879 1.33898 0.8 0.6 0.0 -0.1419
C -0.77010 4.41362 1.51839 0.2 -0.5 -0.3 -0.1463
C 0.54682 4.73340 1.19020 0.2 -0.5 -0.2 -0.1599
C 1.39921 3.74744 0.67528 -0.8 -0.1 0.3 -0.1851
C 0.93232 2.43548 0.48267 -0.5 0.9 0.4 -0.0834
H -1.26591 0.37801 1.67455 0.4 -0.3 -0.5 0.0388
H -1.93176 0.83646 0.10174 0.3 -0.2 0.1 0.0210
H -2.25845 2.87744 1.60153 0.1 -0.2 -0.1 0.0716
H -1.43392 5.17176 1.91379 0.0 0.1 0.0 0.0751
H 0.90338 5.74515 1.33611 0.1 0.1 0.0 0.0697
H 2.41854 4.00523 0.42933 0.1 -0.1 -0.1 0.0610
H 1.60558 1.68767 0.08766 -0.1 -0.1 0.0 0.0736
```
Forces are in eV/Å.

**Total charge**: -2
**LUMO level (alpha / beta)**: 5.2 / 5.2 eV
**Kohn-Sham gap (alpha / beta)**: 2.291 / 2.290 eV
**Highest occupied orbital energy (alpha / beta)**: 0.1067 / 0.1068 hartree
**2S+1**: 1



(3)
C15H18 | ωB97M-V/def2-TZVPD

XYZ file:
```
33
Properties=species:S:1:pos:R:3:forces:R:3:nbo_charge:R:1
C -1.94389 -3.29175 2.10903 0.7 0.1 -0.7 -0.6079
C -1.11823 -2.26406 1.29853 -1.5 1.6 0.3 -0.4252
C -1.67529 -1.90055 -0.07526 1.0 -0.7 0.6 -0.0063
C -1.97703 -2.92712 -0.95233 -1.0 0.5 -0.3 -0.2211
C -2.65540 -2.63392 -2.13884 0.1 -0.1 0.1 -0.1982
C -2.88493 -1.30325 -2.47070 -0.2 0.5 0.0 -0.2310
C -2.53847 -0.27523 -1.58798 0.0 -0.4 0.1 -0.1852
C -1.91721 -0.55854 -0.37620 -0.1 -1.3 -1.3 -0.2328
H -2.30809 -4.15412 1.56783 0.1 -0.2 -0.6 0.2010
H -2.84642 -2.77161 2.43835 0.3 -0.3 0.7 0.2134
H -1.26333 -3.71554 2.85066 -0.6 0.3 0.6 0.2150
H -1.36138 -1.31034 1.80764 0.8 -0.4 0.4 0.2023
H -0.04361 -2.39450 1.36192 0.1 -0.3 -0.3 0.2134
H -1.81420 -3.93829 -0.60470 0.0 -0.1 -0.3 0.2105
H -3.08158 -3.43505 -2.73687 0.4 0.1 -0.2 0.2135
H -3.34615 -0.98721 -3.41264 0.0 -0.5 0.4 0.2135
H -2.85514 0.72432 -1.82585 0.3 0.4 -0.2 0.2099
H -1.50912 0.17976 0.26922 -0.2 0.7 0.5 0.2149
C 2.68904 3.99431 1.76281 0.8 0.3 0.9 -0.6383
C 2.69433 2.91078 0.70871 -0.1 0.7 -1.1 -0.0324
C 1.94226 1.75308 0.87866 -0.3 -0.7 2.0 -0.2004
C 1.59002 0.86236 -0.12139 1.2 0.3 0.3 -0.2213
C 2.11153 1.09045 -1.38518 -0.5 0.2 -0.1 -0.2062
C 2.92964 2.19104 -1.59652 0.5 -0.2 0.4 -0.2139
C 3.26285 3.06996 -0.56073 -0.6 0.6 -0.6 -0.2041
H 1.87096 3.84188 2.45918 -0.2 0.0 0.0 0.2188
H 2.66951 5.05842 1.46942 -0.4 -0.6 -0.7 0.2259
H 3.57988 4.00958 2.39651 0.2 -0.5 0.0 0.2196
H 1.69926 1.45513 1.92707 -0.3 0.6 -0.8 0.2010
H 1.06659 -0.04486 0.15165 -0.2 0.1 -0.3 0.2173
H 1.81199 0.43537 -2.18239 0.2 -0.1 -0.4 0.2131
H 3.38947 2.36886 -2.55542 -0.1 0.0 -0.3 0.2105
H 3.83215 3.96065 -0.87419 -0.2 -0.4 0.6 0.2104
```
Forces are in eV/Å.

**LUMO level**: 0.9 eV
**Kohn-Sham gap**: 9.871 eV
**Highest occupied orbital energy**: -0.3296 hartree
**2S+1**: 1
**Structure (SMILES)**: CCc1ccccc1.Cc1ccccc1



(4)
C15H18AuINO3S | ωB97M-V/def2-TZVPD

XYZ file:
```
40
Properties=species:S:1:pos:R:3:forces:R:3:lowdin_spin:R:1
Au 0.00000 0.00000 0.00000 -5.4 -1.6 4.3 -0.0041
C -2.30440 -9.07221 -3.22468 -0.5 -0.2 -0.6 0.0001
C -3.11471 -8.88085 -1.97484 -2.1 0.6 -0.9 0.0000
O -4.32955 -8.73029 -1.96793 1.8 -0.4 -0.1 0.0000
S -2.17427 -8.86253 -0.48533 0.6 -0.2 1.5 0.0002
C -1.77973 -7.12732 -0.40734 0.1 0.5 -0.2 0.0000
C -2.78712 -6.16065 -0.31887 0.0 0.3 0.0 0.0000
C -2.46069 -4.80163 -0.28603 -0.2 -0.8 -0.1 0.0002
C -1.12213 -4.39933 -0.33522 0.2 0.5 -0.1 0.0005
C -0.11266 -5.36554 -0.40254 -0.1 -0.7 0.1 0.0011
C -0.44099 -6.72418 -0.43459 0.0 0.4 0.0 0.0004
C -0.78553 -3.00496 -0.32657 -0.6 -2.3 0.0 0.0010
C -0.50143 -1.84612 -0.33201 -0.9 -0.4 0.3 -0.0141
H -2.97830 -9.14489 -4.08346 0.1 0.1 0.1 0.0000
H -1.72344 -9.99655 -3.16475 0.1 0.2 0.1 0.0000
H -1.63952 -8.21782 -3.37840 0.1 -0.2 0.2 0.0001
H -3.83535 -6.45453 -0.28002 0.3 -0.1 0.0 0.0000
H -3.25911 -4.06385 -0.22578 0.3 -0.1 0.0 0.0000
H 0.93434 -5.06902 -0.43372 -0.3 0.1 0.0 0.0022
H 0.35837 -7.46066 -0.48712 -0.2 0.1 -0.1 0.0004
N 0.75763 -1.23101 -2.53037 -0.2 -0.1 -1.8 0.0414
C 1.83616 -0.86598 -1.79655 2.3 -0.7 -4.2 0.1341
O 1.68949 -0.33208 -0.70511 4.5 0.6 1.6 0.0892
C 3.22372 -1.10659 -2.31745 -1.8 4.4 0.7 0.2070
I 3.57345 -3.19730 -2.59948 0.9 -4.0 -0.7 0.4959
H -0.19920 -1.06973 -2.18500 1.1 -0.3 -0.4 0.0020
H 0.87742 -1.67545 -3.45235 0.1 0.4 1.1 0.0033
H 3.98015 -0.72628 -1.59792 -0.7 -0.2 -0.4 0.0037
H 3.35616 -0.57658 -3.28385 0.0 -0.7 0.5 0.0059
C -0.02978 3.33817 -1.32817 -0.5 0.9 -1.1 0.0213
O -0.24287 2.06390 -0.73673 -0.2 6.0 -2.3 0.1869
C 0.52109 1.91847 0.34502 -0.7 -4.9 0.9 0.6283
C 1.35507 1.74690 1.53484 0.8 2.7 0.7 0.1239
H 1.01130 3.44975 -1.65135 0.0 -0.1 0.2 0.0059
H -0.29848 4.14139 -0.63299 0.1 -0.1 0.0 0.0042
H -0.67289 3.41800 -2.20955 0.0 0.0 0.1 -0.0004
H 1.70671 2.71471 1.90365 0.5 0.1 0.6 0.0013
H 2.22930 1.12958 1.30899 0.0 0.0 0.0 0.0325
H 0.79134 1.26045 2.33606 0.0 0.1 0.0 0.0269
H -1.46702 0.28835 0.61227 0.6 0.1 0.1 -0.0012
```
Forces are in eV/Å.

**Total charge**: -1
**LUMO level (alpha / beta)**: 2.4 / 2.4 eV
**Kohn-Sham gap (alpha / beta)**: 3.393 / 6.637 eV
**Highest occupied orbital energy (alpha / beta)**: -0.0353 / -0.1547 hartree
**2S+1**: 3



(5)
C15H18BCuN2O2 | ωB97M-V/def2-TZVPD

XYZ file:
```
39
Properties=species:S:1:pos:R:3:forces:R:3:nbo_charge:R:1
C 3.76762 0.76364 1.72096 -0.2 0.0 -0.2 -0.6214
C 2.49987 1.58278 1.18368 2.3 -0.3 0.3 -0.2250
N 2.34963 1.23828 -0.25052 -1.4 0.1 0.9 -0.6786
C 0.96546 1.33579 -0.73534 -0.2 1.5 -0.7 0.2610
O 0.08732 2.26131 -0.05948 1.3 -1.2 -0.2 -0.7333
B -1.28448 1.87204 -0.49607 -1.1 0.0 0.8 0.5974
C -2.30074 1.32860 0.69968 -1.2 -0.1 1.3 -0.2138
C -1.89301 1.12089 2.09480 -2.4 -0.7 -0.3 -0.2532
C -2.85848 0.59025 3.08508 -0.6 0.3 -2.8 -0.2326
C -4.20832 0.27935 2.60565 0.7 0.3 -0.4 -0.2584
C -4.64996 0.48603 1.22604 2.7 0.7 -0.3 -0.2382
C -3.68518 1.01777 0.25280 0.7 -0.5 2.9 -0.2147
O -1.12341 0.62713 -1.33410 1.5 -1.6 0.5 -0.7067
C 0.01942 0.05876 -0.70497 1.2 0.0 -0.7 0.0193
C 0.54391 -1.27358 -1.31760 -1.2 1.0 -0.9 0.0146
C -0.19139 -1.80754 -2.46083 3.2 -2.0 1.2 -0.1686
C 0.38067 -3.11092 -2.92590 0.5 2.2 1.2 -0.3686
C 1.54463 -3.61498 -2.19133 -0.5 -0.6 -1.9 -0.1031
N 2.22999 -3.06830 -1.15162 -1.4 1.4 -0.5 -0.4222
C 1.73682 -1.88839 -0.69933 -1.4 -0.6 -1.5 0.0944
H 3.82660 -0.24548 1.22458 -0.2 0.9 0.5 0.1922
H 4.72816 1.28970 1.45618 -0.9 -0.5 0.3 0.1998
H 3.73277 0.58377 2.82574 0.1 0.4 -0.9 0.2079
H 2.78253 2.67318 1.27528 -0.8 -1.0 0.2 0.1881
H 1.61239 1.33664 1.81134 0.5 0.3 -0.9 0.2181
H 2.97086 1.80041 -0.83657 -0.5 -0.1 0.5 0.3698
H 1.09144 1.78786 -1.76416 -0.4 -1.2 0.4 0.1567
H -1.81977 2.77562 -1.09427 -0.1 0.0 -0.4 -0.1081
H -0.83944 1.34600 2.39906 -1.1 -0.1 -0.3 0.2057
H -2.57707 0.39382 4.15182 -0.3 0.3 -1.2 0.2066
H -4.94031 -0.14942 3.33609 0.7 0.5 -0.7 0.1998
H -5.66811 0.24028 0.84856 0.8 0.1 0.7 0.2051
H -3.96662 1.17922 -0.82036 0.3 -0.1 1.2 0.2120
H -0.04306 -0.17332 0.39793 -0.6 0.3 -0.7 0.1970
H -1.06606 -1.31146 -2.92952 0.8 -0.3 0.7 0.2808
H -0.08069 -3.65616 -3.79846 0.3 0.2 1.2 0.2215
H 1.93379 -4.62116 -2.54567 -0.4 0.7 0.7 0.1766
H 2.23594 -1.36561 0.15437 -0.5 -0.6 -1.0 0.2475
Cu 2.15629 -3.68281 -4.63352 -0.4 0.5 1.1 0.8750
```
Forces are in eV/Å.

**LUMO level**: -3.8 eV
**Kohn-Sham gap**: 3.182 eV
**Highest occupied orbital energy**: -0.2558 hartree
**2S+1**: 1



(6)
C15H18BF2N6OTc | ωB97M-V/def2-TZVPD

XYZ file:
```
44
Properties=species:S:1:pos:R:3:forces:R:3:nbo_charge:R:1
Tc -0.05726 -0.27577 -0.25610 -0.4 -2.2 -0.3 0.1482
F 2.89605 -1.20096 -0.16036 0.0 0.0 0.0 -0.5390
B 2.03091 -0.16366 -0.22067 0.0 0.0 -0.1 0.9693
F 2.71503 1.01903 -0.26528 0.0 0.0 0.0 -0.5535
O -2.32684 0.23354 -0.46014 0.3 0.2 -0.1 -0.5633
N -2.83057 0.88966 0.54884 0.0 0.0 0.2 0.0781
C -2.55122 0.51014 1.81404 0.0 -0.1 0.0 0.0137
C -3.04711 1.22287 2.88386 0.0 0.0 0.0 -0.2077
C -3.84265 2.33785 2.67026 0.0 0.0 0.0 -0.1875
C -4.12742 2.70085 1.36371 0.0 0.0 0.0 -0.2298
C -3.61204 1.96208 0.31975 -0.1 0.0 0.0 0.0016
H -1.90563 -0.35474 1.88647 0.0 0.0 0.0 0.2653
H -2.79649 0.89595 3.88271 0.0 0.0 0.0 0.2375
H -4.23884 2.90522 3.50026 0.0 0.0 0.0 0.2284
H -4.74306 3.56005 1.13876 0.0 0.0 0.0 0.2308
H -3.79275 2.17194 -0.72287 0.0 0.0 0.0 0.2350
N -1.46348 4.43315 -1.74317 0.2 0.1 0.0 -0.8039
C -0.89345 4.90600 -0.59890 -0.2 -0.2 -0.6 0.6572
N -0.90119 6.24856 -0.41875 -0.1 -0.1 0.1 -0.7795
N -0.35542 4.15640 0.30899 0.3 0.4 0.8 -0.6170
C -0.18995 2.87414 0.19897 0.0 -0.2 -0.4 0.5615
N -0.00583 1.73137 0.16562 -0.2 1.1 0.4 -0.4817
H -1.48313 5.05801 -2.53405 -0.1 0.0 0.0 0.4019
H -1.24286 3.47571 -1.98029 -0.1 0.0 0.0 0.4173
H -1.63997 6.78326 -0.84436 0.1 0.0 -0.1 0.3982
H -0.60316 6.55590 0.49330 0.0 0.0 0.0 0.4174
C 0.32972 -3.05808 2.45238 0.0 0.0 -0.1 -0.6277
C 0.20837 -3.94230 1.24443 0.0 0.1 0.0 -0.0188
C 0.25086 -5.32492 1.34945 0.0 0.0 0.0 -0.2185
C 0.14031 -6.12815 0.22384 0.0 0.0 0.0 -0.2103
C -0.00192 -5.54674 -1.02782 0.0 0.0 0.0 -0.2200
C -0.04513 -4.16770 -1.17391 -0.1 0.1 -0.1 -0.0037
C -0.18692 -3.52277 -2.52267 0.0 0.0 0.0 -0.6351
C 0.04312 -3.36484 -0.02479 0.1 -0.1 0.2 0.1547
N -0.03803 -1.99578 -0.15309 0.1 0.9 -0.2 -0.4494
H 0.55305 -3.64567 3.34271 0.0 0.0 0.0 0.2052
H -0.59939 -2.50691 2.61747 0.0 0.0 0.0 0.2068
H 1.11082 -2.31166 2.30494 0.0 0.0 0.0 0.2419
H 0.37680 -5.77689 2.32660 0.0 0.0 0.0 0.2021
H 0.16683 -7.20611 0.32067 0.0 0.0 0.0 0.2063
H -0.07216 -6.17204 -1.91039 0.0 0.0 0.0 0.2029
H -0.17062 -4.27366 -3.31259 0.0 0.0 0.0 0.2030
H 0.61866 -2.80674 -2.68956 0.0 0.0 0.0 0.2370
H -1.11954 -2.95937 -2.58656 0.0 0.0 0.0 0.2251
```
Forces are in eV/Å.

**LUMO level (alpha / beta)**: -0.2 / -0.2 eV
**Kohn-Sham gap (alpha / beta)**: 5.717 / 5.485 eV
**Highest occupied orbital energy (alpha / beta)**: -0.2181 / -0.2092 hartree
**2S+1**: 1



Relative energy (zero: lowest compared OMol25 entry of this formula, charge and spin) for the records above, in order: 0.002, 4.281, 0.779, 0.000, 2.364, 0.649 eV